Entry 1:
Here is 8 unconnected molecules or ions with the total composition C34H81BrO10 from the OMol25 dataset. Energies are from ωB97M-V/def2-TZVPD.

Cartesian coordinates (Å):
C: -0.81760 -5.80871 -5.93434
O: 0.17335 -5.31374 -6.80708
C: 0.80938 -4.14162 -6.30909
C: 0.01126 -2.86177 -6.60025
C: -0.30509 -2.01943 -5.35917
C: -1.46431 -1.03645 -5.59198
C: -2.84794 -1.61556 -5.26830
C: -3.09473 -1.89690 -3.78043
C: -2.92110 -0.64307 -2.89567
C: -1.58791 -0.71709 -2.16938
O: -1.31484 0.36761 -1.26539
C: -0.75874 1.45176 -1.82396
O: -1.05687 1.86381 -2.91900
C: 0.37502 2.05692 -1.02387
C: 0.74964 1.44627 0.31539
C: 1.89446 2.23667 0.96137
Br: -0.74161 1.46228 1.58074
H: -1.39178 -4.99878 -5.46439
H: -1.50991 -6.41389 -6.52091
H: -0.37224 -6.41936 -5.13970
H: 1.79936 -4.09712 -6.76611
H: 0.91770 -4.25527 -5.22208
H: 0.52932 -2.23665 -7.33061
H: -0.93508 -3.17237 -7.06277
H: -0.54657 -2.69818 -4.53221
H: 0.58836 -1.45514 -5.07077
H: -1.44084 -0.73807 -6.64678
H: -1.30403 -0.11827 -5.01990
H: -3.01697 -2.52635 -5.85804
H: -3.60365 -0.89425 -5.60468
H: -2.42762 -2.68886 -3.42201
H: -4.11371 -2.28119 -3.66754
H: -3.73370 -0.53391 -2.17166
H: -2.94764 0.24700 -3.53272
H: -1.57145 -1.61395 -1.54094
H: -0.76028 -0.81052 -2.88018
H: 0.14702 3.12031 -0.88602
H: 1.24307 1.97782 -1.68648
H: 1.08327 0.41341 0.22354
H: 1.53421 3.16054 1.42126
H: 2.41775 1.63826 1.70610
H: 2.60927 2.53047 0.18332
C: 6.55628 -3.61547 -4.73128
C: 5.15540 -4.20386 -4.66786
C: 4.87001 -5.11479 -5.85021
O: 4.17879 -3.16252 -4.59006
H: 6.67066 -3.01211 -5.63618
H: 6.74049 -2.97044 -3.87196
H: 7.31463 -4.39901 -4.74753
H: 5.04170 -4.76656 -3.74028
H: 4.93003 -4.54903 -6.78452
H: 3.86530 -5.53184 -5.77785
H: 5.58538 -5.93595 -5.90578
H: 4.24634 -2.64169 -5.39764
C: 0.17419 3.37406 4.98922
C: 1.66180 3.15989 4.76632
C: 2.38791 3.08836 6.09790
O: 2.20274 4.18674 3.92901
H: -0.00122 4.32135 5.50479
H: -0.35662 3.40958 4.03648
H: -0.25252 2.57331 5.59558
H: 1.82174 2.23438 4.20942
H: 2.25214 4.02446 6.64625
H: 3.45934 2.93512 5.95637
H: 1.99080 2.28493 6.71244
H: 2.07613 5.02414 4.38700
C: -2.42684 -0.82166 5.31527
C: -3.82070 -0.21466 5.31766
C: -4.75767 -0.94633 4.36946
O: -3.75804 1.17371 4.98692
H: -1.98218 -0.74541 4.31896
H: -1.77636 -0.28490 6.00690
H: -2.44652 -1.87374 5.60298
H: -4.23115 -0.24662 6.32849
H: -4.37910 -0.88397 3.34539
H: -5.75013 -0.49627 4.38925
H: -4.84677 -2.00028 4.63595
H: -3.40160 1.23244 4.09217
C: -0.57173 2.14832 -8.78439
C: 0.59526 1.70676 -7.91622
C: 1.90929 2.31654 -8.37805
O: 0.68401 0.28144 -7.88105
H: -0.41703 1.82455 -9.81778
H: -1.50138 1.70490 -8.42794
H: -0.67968 3.23341 -8.78010
H: 0.40426 1.99618 -6.88157
H: 2.13458 1.99812 -9.39996
H: 2.72862 1.99190 -7.73655
H: 1.86619 3.40608 -8.36340
H: 0.85034 -0.02850 -8.77785
C: 3.95700 -3.28031 -0.26921
C: 2.58957 -2.61909 -0.25709
C: 1.61138 -3.32115 -1.18702
O: 2.69649 -1.23419 -0.59629
H: 4.38186 -3.24231 -1.27447
H: 4.63855 -2.76369 0.40694
H: 3.89116 -4.32628 0.03331
H: 2.19355 -2.62330 0.75992
H: 1.97666 -3.28730 -2.21787
H: 0.63657 -2.83155 -1.15559
H: 1.48400 -4.36803 -0.90796
H: 3.04112 -1.17870 -1.49443
C: -1.41285 1.71008 9.68695
C: 0.09381 1.52041 9.59770
C: 0.73643 1.43099 10.97307
O: 0.68727 2.56416 8.82781
H: -1.64630 2.64540 10.20264
H: -1.85086 1.76223 8.68988
H: -1.88400 0.89150 10.23302
H: 0.30967 0.60774 9.03859
H: 0.56519 2.35701 11.52901
H: 1.81307 1.28739 10.88330
H: 0.32113 0.60511 11.55211
H: 0.51970 3.39679 9.28226
C: -4.76168 4.71539 7.47225
C: -3.67944 5.14402 6.49308
C: -4.08091 4.86203 5.05316
O: -2.44119 4.50687 6.79937
H: -4.93677 3.63925 7.38777
H: -4.45716 4.92889 8.49727
H: -5.70283 5.22999 7.27349
H: -3.48172 6.21054 6.61558
H: -4.23654 3.78875 4.91154
H: -3.29439 5.18186 4.36906
H: -5.00433 5.38059 4.79041
H: -2.56657 3.55716 6.68897

Summary:
**SMILES**: COCCCCCCCCOC(=O)C[C@@H](C)Br.CC(C)O.CC(C)O.CC(C)O.CC(C)O.CC(C)O.CC(C)O.CC(C)O
**2S+1**: 1
**Total charge**: 0

---

Entry 2:
Here is 8 unconnected molecules or ions with the total composition C34H81INO34P7 in a non-equilibrium geometry from the OMol25 dataset. Energies are from ωB97M-V/def2-TZVPD.

Cartesian coordinates (Å):
C: -3.13722 4.97058 -0.92628
C: -2.61237 4.92841 -2.35806
O: -1.62907 3.90754 -2.53144
C: -2.15826 2.60736 -2.61252
C: -2.46600 2.10687 -4.02277
O: -3.84978 1.97230 -4.32792
C: -4.50022 0.97503 -3.56832
C: -4.15751 -0.48064 -3.93264
O: -3.70237 -1.22430 -2.80983
C: -2.37194 -0.86643 -2.48890
C: -1.76911 -1.71053 -1.41411
C: -0.66183 -2.44027 -1.53184
I: 0.42743 -2.57219 -3.29477
C: -0.17236 -3.18005 -0.31840
O: 0.26607 -4.30018 -0.35863
C: -0.32874 -2.41004 0.96484
O: 0.65756 -2.46267 1.91190
C: -1.44027 -1.68594 1.10165
N: -1.70965 -0.88731 2.24778
C: -2.41240 -1.71688 -0.04750
O: -3.60381 -1.76792 0.12879
H: -2.54932 5.59381 -0.25666
H: -3.20251 3.96357 -0.51458
H: -4.16892 5.32328 -0.96245
H: -2.12079 5.86563 -2.61026
H: -3.44146 4.73457 -3.04472
H: -1.38687 1.95725 -2.19080
H: -3.03286 2.50558 -1.96235
H: -2.07087 2.84522 -4.72071
H: -1.92138 1.18626 -4.24732
H: -5.56391 1.12916 -3.74809
H: -4.35973 1.07544 -2.48648
H: -3.46980 -0.54209 -4.78454
H: -5.06698 -0.99024 -4.24981
H: -2.38132 0.16241 -2.09750
H: -1.77034 -0.84624 -3.39889
H: 1.18329 -1.65905 1.81748
H: -1.47549 0.07185 1.99354
H: -2.71734 -0.85074 2.38863
C: -8.45863 3.52791 2.64668
O: -7.86321 4.84381 2.64441
P: -7.42045 5.48230 1.22122
O: -6.08329 4.95525 0.91689
O: -7.42861 6.99134 1.81133
C: -7.21153 7.31613 3.18099
O: -8.00848 6.02924 -0.17443
C: -9.41453 6.32683 -0.27402
H: -8.67968 3.27082 3.67815
H: -9.38620 3.51887 2.07417
H: -7.76250 2.79659 2.23440
H: -6.27519 6.89017 3.54311
H: -8.04197 6.97955 3.79790
H: -7.14959 8.40080 3.24042
H: -9.69502 7.09526 0.44761
H: -10.01559 5.43116 -0.11438
H: -9.59802 6.69545 -1.27874
C: -2.07786 5.70346 4.99189
O: -1.61390 4.35833 4.76077
P: -2.72373 3.19111 4.63648
O: -3.06154 2.76121 5.99923
O: -1.78815 2.16303 3.82320
C: -0.37064 2.07938 3.91909
O: -3.97860 2.86672 3.71111
C: -4.06141 3.49498 2.40592
H: -1.20679 6.34891 5.06179
H: -2.70695 6.04686 4.17005
H: -2.63576 5.74644 5.92866
H: -0.04713 1.93650 4.95100
H: 0.09705 2.96196 3.48673
H: -0.06197 1.21295 3.33830
H: -3.18381 3.24382 1.80712
H: -4.13843 4.57462 2.51003
H: -4.94989 3.13236 1.90768
C: 1.53385 -8.89213 -6.92974
O: 2.65034 -7.98019 -6.91581
P: 2.44050 -6.56170 -6.17643
O: 1.81226 -5.64012 -7.13411
O: 4.00621 -6.26097 -5.94866
C: 5.02967 -6.73782 -6.81391
O: 2.02994 -6.08019 -4.71585
C: 2.24508 -6.99562 -3.61277
H: 1.84535 -9.78416 -7.46538
H: 1.24684 -9.17349 -5.91627
H: 0.68439 -8.43944 -7.44280
H: 4.83793 -6.44730 -7.84775
H: 5.13014 -7.81904 -6.73728
H: 5.95957 -6.27723 -6.48661
H: 3.29891 -7.26217 -3.53159
H: 1.65159 -7.89947 -3.74882
H: 1.92689 -6.50069 -2.70038
C: 4.58297 -11.75493 1.03116
O: 5.38758 -11.15885 -0.00558
P: 4.96849 -9.66613 -0.54771
O: 3.99080 -9.95521 -1.61563
O: 6.48761 -9.44481 -1.09822
C: 7.41049 -10.48839 -1.38626
O: 4.85009 -8.05039 -0.39311
C: 5.40124 -7.40386 0.76980
H: 5.00473 -12.73118 1.25378
H: 4.60148 -11.15090 1.93847
H: 3.55436 -11.87540 0.68822
H: 6.98304 -11.20880 -2.08382
H: 7.73285 -10.98948 -0.47591
H: 8.27627 -10.01980 -1.85097
H: 6.47446 -7.58973 0.83950
H: 4.90540 -7.74562 1.67882
H: 5.22929 -6.33713 0.66013
C: 4.45312 -1.53737 4.70225
O: 4.90841 -0.81158 3.54484
P: 4.43732 0.76255 3.37957
O: 3.14411 0.56473 2.67968
O: 5.69120 1.08008 2.40048
C: 6.45372 0.09355 1.71178
O: 4.32054 2.36365 3.69833
C: 5.19963 2.96057 4.67015
H: 4.85413 -2.54509 4.63676
H: 4.81401 -1.07687 5.62220
H: 3.36294 -1.58278 4.71394
H: 5.81001 -0.55120 1.11431
H: 7.04475 -0.50014 2.40590
H: 7.12921 0.62994 1.04830
H: 6.24303 2.83437 4.37549
H: 5.04004 2.52966 5.65957
H: 4.96734 4.02107 4.71102
C: -0.23631 4.69657 8.25077
O: 0.62897 5.85225 8.15012
P: 0.87034 6.72181 9.48473
O: -0.24274 7.66290 9.62295
O: 2.25191 7.38870 8.98624
C: 2.54886 7.63849 7.61754
O: 1.43800 6.45134 10.96026
C: 2.31547 5.33007 11.17042
H: -0.29501 4.23432 7.26920
H: 0.16722 3.97147 8.95791
H: -1.23557 4.99981 8.56294
H: 1.76517 8.23359 7.14782
H: 2.69174 6.70555 7.07427
H: 3.47900 8.20288 7.59415
H: 3.21189 5.42328 10.55512
H: 1.80904 4.39036 10.94598
H: 2.60029 5.33094 12.21841
C: -1.71466 -0.15634 -9.09045
O: -0.44441 0.49950 -8.92629
P: 0.63289 -0.16767 -7.87662
O: 0.16933 0.49007 -6.62791
O: 1.89919 0.54653 -8.59141
C: 1.79471 1.66323 -9.46774
O: 1.64779 -1.24197 -7.17568
C: 2.10739 -2.37227 -7.96162
H: -2.29187 0.42005 -9.80836
H: -1.58793 -1.16871 -9.47473
H: -2.24747 -0.18579 -8.13855
H: 1.25246 2.48201 -8.99517
H: 1.31550 1.38290 -10.40381
H: 2.81095 1.99008 -9.68044
H: 2.65144 -2.02604 -8.84293
H: 1.27301 -3.00327 -8.26428
H: 2.76973 -2.96195 -7.33615

Summary:
**SMILES**: CCOCCOCCOCC1=C(I)C(=O)C(O)=C(N)C1=O.COP(=O)(OC)OC.COP(=O)(OC)OC.COP(=O)(OC)OC.COP(=O)(OC)OC.COP(=O)(OC)OC.COP(=O)(OC)OC.COP(=O)(OC)OC
**2S+1**: 1
**Total charge**: 0

---

no.,M (g mol⁻¹),E_LUMO (eV),calculated total energy (eV)
1,729.916,0.479,-127089.1918
2,1391.717,-1.146,-180799.1959